Entry 1:
Entry from OMol25: a molecular structure, C27H35ClFeN4P2 (ωB97M-V/def2-TZVPD).

CARTESIAN COORDINATES (ANGSTROEM)
Fe  4.295  -4.544  -0.248
C  -0.838  -1.243  1.458
C  0.337  -1.878  1.610
C  0.578  -3.352  1.483
C  0.721  -3.767  0.015
C  -0.447  -3.655  -0.954
C  -1.743  -3.618  -0.621
C  -2.247  -3.363  0.759
C  -2.183  -1.869  1.193
C  3.534  -3.133  -1.455
H  -0.895  -0.142  1.576
H  1.203  -1.317  2.010
H  -0.105  -3.986  2.063
H  1.584  -3.510  1.904
H  1.487  -3.101  -0.403
H  1.170  -4.780  0.033
H  -0.090  -3.644  -2.012
H  -2.519  -3.778  -1.388
H  -1.771  -3.983  1.527
H  -3.321  -3.602  0.732
H  -2.660  -1.257  0.412
H  -2.841  -1.803  2.077
H  3.502  -2.301  -0.703
H  2.546  -3.364  -1.883
H  4.345  -2.939  -2.218
P  3.445  -6.076  -1.585
P  4.119  -5.596  1.578
N  1.942  -6.909  -2.331
N  4.465  -6.682  -2.990
N  2.960  -6.604  2.523
N  5.352  -5.503  2.852
C  3.859  -7.470  -0.464
C  4.916  -6.918  0.503
C  1.001  -6.304  -3.152
C  0.148  -7.280  -3.673
C  0.594  -8.539  -3.180
C  1.709  -8.279  -2.371
C  5.236  -5.865  -3.797
C  6.008  -6.664  -4.654
C  5.697  -8.026  -4.349
C  4.729  -8.007  -3.342
C  1.691  -6.297  3.012
C  1.124  -7.453  3.565
C  2.090  -8.493  3.428
C  3.167  -7.966  2.745
C  5.541  -6.400  3.909
C  6.862  -6.320  4.334
C  7.523  -5.356  3.505
C  6.578  -4.879  2.617
H  4.281  -8.310  -1.026
H  2.958  -7.828  0.066
H  5.351  -7.687  1.154
H  5.770  -6.456  -0.051
H  1.011  -5.235  -3.291
H  -0.690  -7.114  -4.328
H  0.187  -9.509  -3.363
H  2.314  -8.967  -1.813
H  5.191  -4.791  -3.695
H  6.719  -6.321  -5.390
H  6.135  -8.922  -4.772
H  4.253  -8.847  -2.853
H  1.317  -5.289  2.970
H  0.151  -7.555  3.999
H  2.039  -9.505  3.811
H  4.082  -8.444  2.419
H  4.726  -7.015  4.261
H  7.277  -6.896  5.149
H  8.556  -5.041  3.541
H  6.690  -4.186  1.795
Cl  6.324  -3.792  -0.477

Cartesian forces, eV/Å:
Fe 0.3484 3.7397 -1.3493
C 0.4781 -0.0845 0.3616
C -0.8196 0.9523 0.9369
C 0.6766 -0.0677 0.0224
C 0.1088 0.5151 -0.1694
C 0.2342 -0.4999 0.0453
C 0.7396 -0.1472 -0.8391
C -0.8062 0.2303 0.4319
C -0.2382 -0.3164 -0.5018
C 0.1865 1.0384 -0.6268
H 0.2611 -0.7468 0.0357
H -0.5198 -0.0537 -0.6900
H 0.3024 0.3214 -0.2453
H -0.2663 -0.1174 0.0306
H -0.1745 -0.2936 0.3675
H -0.3833 0.1275 -0.4545
H -0.7327 -0.3241 0.8070
H 0.5242 0.5492 0.1865
H -0.4718 0.0839 -0.3700
H 0.2969 -0.1024 0.3237
H -0.0927 -0.1983 0.1470
H 0.3937 0.3062 -0.1173
H -0.0963 -0.3641 -0.7246
H 0.5830 0.4126 -0.0667
H -1.1056 -0.1216 0.7551
P -1.5381 -5.6545 -4.2524
P 0.3206 -3.1721 4.3527
N 0.3535 0.7815 0.5691
N 0.0926 0.6671 0.7619
N 0.3410 -0.0252 -1.0791
N 0.0518 0.1471 -0.4278
C 0.2392 -0.3343 0.3297
C 0.0239 -0.2063 0.2470
C -0.4395 -0.7819 -0.0940
C 0.9891 0.5690 0.5865
C 1.5510 1.1905 1.0052
C -1.1676 0.1124 -0.5316
C 0.8114 -0.8966 -0.7707
C -0.8972 0.4381 1.0574
C -1.0124 0.6081 1.0346
C 0.9418 0.1570 -0.5738
C -0.4177 -1.0151 0.4561
C 1.3482 1.1832 -0.7112
C 0.5622 0.4852 -0.6018
C -0.3158 -0.2222 0.3957
C 0.8659 0.0557 0.1316
C -1.1196 0.1606 -0.6118
C -0.9872 0.0566 -0.3654
C 0.4918 -0.1704 0.3243
H -0.1750 0.2589 0.2450
H 0.3233 0.3112 -0.1288
H -0.0287 0.2115 -0.1803
H -0.4415 -0.3287 0.4326
H -0.0387 -0.0270 -0.0328
H 0.0131 0.1234 -0.0136
H -0.1589 -0.2733 -0.0965
H -0.0242 -0.0837 0.0588
H 0.0372 -0.0534 0.0077
H -0.0995 0.0876 0.0770
H -0.1735 0.2029 -0.0215
H 0.0782 0.2829 -0.2560
H -0.0020 -0.1136 -0.0476
H -0.1916 0.1908 0.1741
H -0.1169 0.1557 -0.2251
H -0.2647 0.0673 0.2405
H 0.1913 0.1740 0.0736
H -0.0198 0.1085 -0.0564
H -0.1706 -0.0494 0.0401
H -0.0301 -0.0991 0.3221
Cl 0.7773 -0.1188 -0.1416

Output
* highest occupied orbital energy (spin up / spin down): -8.00 / -8.25 eV
* Kohn-Sham gap (spin up / spin down): 7.91 / 7.04 eV
* DFT total energy: -3675.2965 hartree
* spin multiplicity: 5


Entry 2:
Entry from OMol25: a molecular structure, C27H35CrN2O8P2 (ωB97M-V/def2-TZVPD).

CARTESIAN COORDINATES (ANGSTROEM)
Cr  0.338  0.048  0.943
O  -1.826  0.256  -3.028
C  -1.518  -0.285  -1.877
O  -0.506  -0.008  -1.256
C  -2.551  -1.319  -1.453
O  -2.358  -1.808  -0.153
C  -2.962  -1.086  0.918
C  -1.805  -0.294  1.494
O  -0.992  -0.864  2.274
O  -1.501  0.842  1.012
H  -1.159  0.889  -3.331
H  -2.438  -2.178  -2.119
H  -3.554  -0.917  -1.614
H  -3.312  -1.815  1.645
H  -3.776  -0.442  0.587
N  1.996  -1.545  2.905
P  2.195  0.055  2.361
C  3.791  0.025  1.508
C  3.808  -0.162  0.125
C  5.007  -0.378  -0.534
C  6.193  -0.399  0.187
C  6.182  -0.198  1.561
C  4.984  0.008  2.228
C  2.352  0.997  3.876
C  1.628  0.623  5.011
C  1.745  1.370  6.171
C  2.576  2.482  6.199
C  3.276  2.869  5.063
C  3.157  2.138  3.893
C  1.546  -2.428  1.959
C  1.524  -3.808  2.135
C  1.089  -4.601  1.095
C  0.706  -4.012  -0.112
C  0.724  -2.645  -0.204
N  1.116  -1.851  0.816
H  2.389  -1.895  3.765
H  2.876  -0.129  -0.432
H  5.017  -0.529  -1.605
H  7.129  -0.572  -0.327
H  7.110  -0.209  2.118
H  4.979  0.153  3.301
H  0.974  -0.240  4.979
H  1.191  1.090  7.057
H  2.678  3.054  7.112
H  3.915  3.741  5.095
H  3.673  2.444  2.994
H  1.848  -4.235  3.074
H  1.050  -5.675  1.217
H  0.397  -4.608  -0.957
H  0.429  -2.136  -1.108
C  4.117  4.322  -0.203
C  3.378  3.037  -0.509
O  2.541  2.700  0.626
P  1.020  2.262  0.666
O  0.653  3.102  1.957
C  -0.471  2.956  2.859
C  -0.311  3.986  3.955
O  0.281  2.864  -0.589
C  -0.176  4.249  -0.722
C  0.579  4.945  -1.830
H  4.932  4.455  -0.912
H  4.540  4.276  0.800
H  3.463  5.192  -0.259
H  4.082  2.218  -0.647
H  2.756  3.126  -1.400
H  -0.460  1.949  3.281
H  -1.399  3.103  2.310
H  0.550  3.756  4.582
H  -1.206  3.989  4.576
H  -0.176  4.977  3.523
H  -0.052  4.759  0.232
H  -1.239  4.177  -0.944
H  1.625  5.081  -1.559
H  0.139  5.925  -2.011
H  0.527  4.365  -2.751

Cartesian forces, eV/Å:
Cr -0.4786 -0.8480 -0.5157
O -0.2774 -0.0803 -0.2478
C 0.0402 -0.0579 0.3452
O 0.5716 -0.0770 0.3021
C 0.0051 0.0103 0.0997
O -0.0357 -0.0156 -0.0530
C 0.1409 0.0306 0.1114
C -1.2491 -0.1474 0.3686
O 0.9146 0.6685 -0.4775
O 0.3504 0.0412 -0.0264
H 0.1772 0.0525 0.0898
H -0.0067 0.0737 -0.1226
H 0.0138 0.0545 0.0132
H -0.0532 0.0247 -0.0108
H 0.0154 0.0131 -0.0244
N -0.3075 0.1277 0.0054
P 0.5766 -0.3105 0.3230
C -0.2249 0.0807 -0.0559
C -0.0208 0.0179 0.1950
C -0.0328 -0.0319 -0.0461
C -0.0160 0.0063 -0.0124
C 0.0378 -0.0073 0.0214
C -0.0223 -0.0067 0.0002
C -0.0767 0.1070 -0.0993
C -0.0340 -0.0261 -0.1112
C -0.0108 0.0398 0.0556
C 0.0326 -0.0175 0.0026
C 0.0317 0.0378 0.0325
C -0.0906 -0.1031 -0.0047
C -0.0288 -0.0650 -0.1369
C 0.0518 -0.0493 0.0234
C 0.0256 0.1240 0.0814
C 0.0065 0.0484 -0.0593
C 0.0878 -0.2561 -0.0635
N -0.0423 -0.0198 -0.0433
H 0.0946 -0.0286 0.0195
H 0.0605 -0.0533 -0.1038
H 0.0111 0.0032 0.0011
H 0.0095 0.0118 0.0152
H -0.0022 -0.0002 -0.0011
H 0.0336 -0.0146 -0.0024
H -0.0049 0.0040 0.0536
H 0.0035 -0.0431 -0.0130
H -0.0101 0.0025 -0.0034
H -0.0128 0.0025 -0.0292
H 0.0809 0.0483 0.0193
H 0.0033 -0.0058 -0.0067
H 0.0322 -0.0074 -0.0194
H -0.0207 0.0036 0.0126
H -0.0106 -0.0044 0.0146
C -0.1217 -0.0780 0.0630
C 0.1909 0.1634 -0.1876
O -0.2369 -0.3136 -0.0673
P -0.1018 1.1297 0.3887
O 0.0256 -0.1062 -0.3006
C -0.1393 0.0640 0.3349
C 0.0902 -0.0920 -0.1385
O 0.0738 -0.1734 0.1935
C -0.0032 0.2314 -0.1093
C 0.0154 -0.1916 0.1176
H -0.0170 0.0117 -0.0390
H 0.0496 -0.0017 -0.0314
H -0.0024 0.0007 0.0412
H -0.0797 -0.0168 0.0418
H 0.0050 -0.0459 0.0160
H -0.0187 -0.0362 -0.1116
H 0.0320 -0.0225 -0.0997
H -0.0201 0.0167 -0.0363
H -0.0005 0.0198 0.0171
H -0.0559 0.0244 0.0445
H 0.0119 -0.0333 0.0217
H 0.0062 -0.0389 0.0083
H -0.0208 0.0729 -0.0533
H 0.0015 0.0089 0.0015
H -0.0230 0.0486 -0.0318

Output
* highest occupied orbital energy (spin up / spin down): -14.40 / -14.38 eV
* Kohn-Sham gap (spin up / spin down): 7.66 / 7.79 eV
* DFT total energy: -3488.0720 hartree
* spin multiplicity: 2
* total charge: +2


Entry 3:
Entry from OMol25: 2 unconnected molecules or ions with the total composition C27H35F4O2Si (ωB97M-V/def2-TZVPD).

CARTESIAN COORDINATES (ANGSTROEM)
C  5.266  0.767  1.341
C  3.926  1.304  1.780
C  3.123  0.381  2.699
C  1.738  0.934  2.879
O  1.255  0.942  1.468
C  0.191  1.569  0.966
C  0.351  1.929  -0.346
O  -0.903  1.671  1.703
Si  -2.542  1.247  1.204
C  -2.797  1.510  -0.617
C  -2.742  -0.563  1.600
C  -3.777  2.368  2.146
C  -4.416  3.397  1.195
C  -3.074  3.126  3.284
C  -4.894  1.479  2.712
H  5.734  1.489  0.676
H  5.935  0.605  2.183
H  5.146  -0.171  0.802
H  4.028  2.264  2.292
H  3.292  1.476  0.909
H  3.101  -0.612  2.237
H  3.619  0.275  3.667
H  1.090  0.273  3.448
H  1.713  1.957  3.254
H  -0.458  2.433  -0.836
H  1.378  1.938  -0.689
H  -3.792  1.127  -0.895
H  -2.740  2.572  -0.889
H  -2.060  0.954  -1.209
H  -3.686  -0.957  1.190
H  -1.927  -1.157  1.166
H  -2.747  -0.747  2.682
H  -4.949  2.911  0.370
H  -5.146  4.005  1.751
H  -3.670  4.079  0.768
H  -2.623  2.446  4.018
H  -2.291  3.792  2.901
H  -3.809  3.753  3.814
H  -4.520  0.767  3.456
H  -5.658  2.104  3.199
H  -5.394  0.910  1.918
F  -0.821  -5.738  -0.221
C  -0.240  -4.653  0.383
C  0.252  -4.793  1.676
C  0.986  -3.716  2.170
F  1.594  -3.860  3.399
C  1.185  -2.536  1.467
C  0.593  -2.380  0.180
C  0.753  -1.240  -0.712
C  1.100  -1.468  -2.035
C  1.775  -0.704  -2.988
C  1.740  -1.004  -4.379
C  2.515  -0.200  -5.250
C  2.295  -0.249  -6.612
F  2.975  0.635  -7.417
C  1.431  -1.161  -7.217
C  0.778  -2.050  -6.356
F  -0.041  -3.003  -6.927
C  0.933  -2.032  -4.972
C  -0.117  -3.486  -0.345
H  0.073  -5.681  2.264
H  1.826  -1.754  1.873
H  0.498  -0.235  -0.357
H  0.889  -2.496  -2.354
H  2.406  0.132  -2.662
H  3.218  0.500  -4.815
H  1.303  -1.204  -8.294
H  0.391  -2.763  -4.365
H  -0.560  -3.409  -1.333

Cartesian forces, eV/Å:
C 0.0201 0.1607 0.0602
C -0.3911 0.0383 0.2375
C 0.8057 0.3084 0.0064
C -0.8853 -0.2955 -1.4657
O 0.3099 -0.6912 1.4423
C 0.1857 0.4909 -1.7835
C -0.3100 0.1987 1.6181
O -1.0081 -0.3260 -0.0092
Si 0.2125 0.5647 0.4102
C 0.1869 -0.1595 -0.3735
C 0.0092 -0.2526 0.0913
C 0.3697 -0.0656 0.0438
C 0.0356 -0.0092 -0.0263
C -0.0950 0.0993 0.0907
C -0.0776 -0.0165 0.0656
H 0.1879 -0.0405 -0.0989
H 0.0820 -0.0859 0.0579
H 0.0769 -0.1366 -0.0457
H 0.1344 0.0848 -0.0862
H 0.2445 0.1601 -0.0532
H -0.0639 0.1329 0.2169
H -0.0410 -0.0357 0.0497
H -0.1170 0.1402 0.1898
H 0.0398 -0.0455 0.1158
H 0.1193 0.1311 -0.3692
H -0.2362 0.0401 -0.2958
H 0.1974 0.1731 0.1276
H -0.0524 -0.3084 -0.0073
H -0.1790 0.1086 0.0307
H 0.2565 0.1828 0.1321
H -0.0729 0.0827 0.0543
H 0.0275 0.0159 -0.1986
H 0.0587 0.1251 0.1220
H 0.1704 -0.1186 -0.0985
H -0.1401 -0.0926 0.0690
H -0.0360 0.1130 -0.1157
H -0.1172 -0.1748 0.0956
H 0.1618 -0.1620 -0.0825
H -0.0742 0.1158 -0.1048
H 0.1557 -0.1209 -0.0800
H 0.0238 0.0630 0.1386
F 0.3475 1.1885 0.7296
C -0.2923 -0.9004 -0.2079
C 0.0482 0.5186 -0.2893
C 0.5430 -0.1521 0.6760
F -0.8104 0.2821 -1.4512
C -0.3457 0.7140 -0.5212
C -0.3855 -1.6418 0.4288
C 0.6019 0.0966 -0.1224
C -0.1259 -0.4965 0.0927
C -0.5222 -0.0419 0.7652
C 0.3613 -0.8268 -1.4859
C -0.5363 0.2705 0.4614
C 0.6494 0.5573 -1.0376
F -0.7640 -1.1157 0.9519
C 0.2022 0.0519 0.7519
C -0.4649 -0.9064 -0.1299
F 1.0710 1.2415 0.8539
C -0.2384 0.5115 -0.0267
C 0.2783 0.2494 -0.1647
H 0.1557 -0.0748 -0.0604
H -0.4094 -0.3238 -0.0298
H 0.7669 0.0437 -0.0354
H 0.2122 0.2302 -0.0118
H -0.4765 -0.1193 -0.1632
H -0.0550 0.1515 -0.2541
H -0.0293 0.0376 0.1872
H 0.1200 0.3145 -0.3293
H -0.0768 -0.2524 0.2509

Output
* highest occupied orbital energy: -11.04 eV
* Kohn-Sham gap: 4.84 eV
* DFT total energy: -1888.9701 hartree
* total charge: +1


Entry 4:
Entry from OMol25: a single C27H35FN2O4 molecule (ωB97M-V/def2-TZVPD).

CARTESIAN COORDINATES (ANGSTROEM)
C  -0.942  2.782  -2.224
H  -0.139  2.640  -1.495
O  -2.153  2.210  -1.788
C  -2.190  0.867  -1.551
C  -1.091  0.036  -1.689
C  -1.199  -1.315  -1.392
C  -2.410  -1.839  -0.994
C  -3.535  -1.021  -0.854
C  -3.429  0.347  -1.126
O  -4.510  1.190  -0.923
C  -4.989  1.876  -2.063
H  -4.269  2.610  -2.426
H  -5.230  1.176  -2.871
H  -5.897  2.384  -1.739
O  -4.636  -1.691  -0.420
C  -5.897  -1.067  -0.328
H  -6.248  -0.720  -1.303
H  -6.569  -1.843  0.038
H  -5.887  -0.229  0.371
H  -2.527  -2.890  -0.783
C  0.027  -2.163  -1.551
O  0.434  -2.500  -2.649
N  0.666  -2.497  -0.404
C  0.217  -2.081  0.906
C  0.787  -0.734  1.366
H  0.807  -0.053  0.517
H  1.804  -0.849  1.743
C  -0.106  -0.122  2.452
N  -1.405  0.207  1.864
C  -2.545  -0.250  2.628
H  -3.450  0.009  2.081
H  -2.607  0.182  3.639
H  -2.502  -1.335  2.718
C  -1.389  1.646  1.654
H  -2.399  2.038  1.551
C  -0.610  2.228  2.838
C  0.499  1.191  3.014
H  0.806  1.082  4.053
H  1.373  1.474  2.427
H  -0.227  3.227  2.638
H  -1.247  2.272  3.723
H  -0.842  1.845  0.729
H  -0.240  -0.860  3.251
H  -0.869  -1.985  0.884
H  0.486  -2.865  1.620
C  1.958  -3.151  -0.495
C  3.105  -2.186  -0.289
C  3.138  -1.065  -1.011
C  4.117  0.015  -0.934
C  5.495  -0.190  -0.885
C  6.376  0.875  -0.831
C  5.905  2.177  -0.826
C  4.542  2.416  -0.889
C  3.680  1.340  -0.949
F  2.347  1.589  -1.005
H  4.143  3.418  -0.895
H  6.593  3.007  -0.781
H  7.438  0.688  -0.797
H  5.873  -1.199  -0.923
H  2.329  -0.886  -1.706
C  4.097  -2.560  0.767
H  3.581  -2.935  1.650
H  4.747  -3.358  0.406
H  4.714  -1.712  1.055
H  2.013  -3.581  -1.501
H  2.001  -3.960  0.240
H  -0.139  0.427  -2.009
H  -1.145  3.847  -2.332
H  -0.630  2.373  -3.190

Cartesian forces, eV/Å:
C 0.2069 0.1101 -0.0955
H -0.0082 -0.0209 -0.0088
O -0.3515 -0.2881 0.2471
C 0.0102 -0.0940 0.0152
C 0.0378 0.1848 -0.0174
C -0.4271 0.0526 -0.1530
C 0.0586 0.1044 -0.0969
C 0.1667 0.0094 -0.0448
C -0.2925 0.2018 -0.0724
O 0.6037 -0.2636 0.2422
C -0.1599 0.1612 -0.2771
H -0.0964 -0.0713 0.0303
H 0.0005 0.0039 0.0596
H -0.0012 -0.0084 -0.0731
O 0.3510 0.0394 -0.0381
C -0.4298 0.1236 0.1429
H 0.0260 0.0064 0.0384
H 0.0267 0.0609 -0.0496
H -0.0426 -0.1072 -0.0775
H -0.0137 -0.1393 0.0614
C -0.1309 -0.1547 0.0783
O 0.0356 0.1294 -0.3166
N 0.1008 -0.3605 0.0215
C -0.0265 0.4443 0.2814
C -0.2915 -0.2430 0.3847
H 0.0836 0.1119 -0.0665
H 0.1134 0.0744 -0.0393
C 0.4172 -0.2141 -0.1827
N -0.0982 -0.0475 -0.0235
C -0.0031 0.0330 0.0136
H -0.1259 -0.0356 0.0297
H -0.0339 -0.0126 0.0606
H -0.0677 -0.0506 0.0448
C 0.0971 0.1667 0.0541
H -0.0501 0.0018 -0.1051
C -0.0743 -0.0883 -0.0903
C -0.1343 -0.0432 0.0828
H 0.0901 0.0213 0.0046
H 0.0933 -0.0056 -0.0070
H -0.0061 0.0901 0.0416
H -0.0187 0.0395 0.0208
H -0.0249 0.1478 -0.0928
H -0.0664 0.0239 0.0082
H 0.1304 -0.0726 0.1054
H -0.0733 -0.0183 -0.0220
C -0.0921 -0.0889 -0.3598
C 0.1322 0.1663 -0.0501
C -0.2334 -0.2901 0.0172
C 0.0297 0.2977 0.0540
C -0.0893 0.1443 -0.0469
C 0.1740 0.0130 0.0413
C -0.0187 -0.0521 -0.0075
C -0.1617 -0.0089 -0.0295
C 0.2149 -0.0767 0.0630
F 0.0964 -0.0674 -0.0200
H -0.0665 0.0846 0.0071
H 0.0566 0.0746 0.0013
H 0.0871 -0.0158 -0.0035
H 0.0179 -0.1094 0.0037
H -0.1212 -0.0614 -0.0637
C 0.0154 0.1389 -0.1184
H -0.0376 -0.0547 0.0833
H 0.1033 -0.0967 0.0686
H 0.0860 -0.0179 0.0581
H 0.0315 -0.0479 0.2214
H -0.0136 0.0441 -0.0219
H 0.1272 0.0962 -0.0580
H 0.0576 -0.0670 -0.0075
H 0.0039 -0.0079 0.0489

Output
* highest occupied orbital energy: -8.23 eV
* Kohn-Sham gap: 8.97 eV
* DFT total energy: -1560.1306 hartree
* SMILES: COc1cc(C(=O)N(CC[C@H]2CCCN2C)C/C(C)=C/c2ccccc2F)cc(OC)c1OC
* energy relative to the best compared isomer or geometry (same formula, charge and spin): 3.9 kcal/mol